i.
Formula: C3H6N2S
Source: the Open Molecules 2025 dataset
Level of theory: ωB97M-V/def2-TZVPD

The geometry in XYZ format:
```
12
Properties=species:S:1:pos:R:3:nbo_charge:R:1
C 0.0161 -0.3879 0.2162 -0.117
C 0.6277 1.0014 -0.0487 -0.579
C -1.6146 -0.4748 -0.2596 -0.581
N 1.2342 -1.3207 -0.0342 -0.139
N 2.3786 -0.8447 0.0486 -0.272
S 2.4575 0.8115 0.1449 0.383
H -0.0752 -0.5340 1.3027 0.201
H 0.4557 1.3428 -1.0689 0.216
H 0.3315 1.7602 0.6666 0.236
H -1.7257 -0.4937 -1.3352 0.216
H -2.0778 -1.3193 0.2256 0.222
H -2.0078 0.4591 0.1421 0.215
```

Values from the calculation:
- SMILES = C[C@@H]1CSN=N1
- gap between HOMO and LUMO (eV) = 9.79
- charge = 0
- LUMO (eV) = 0.73

---

ii.
Formula: C3H6N2S
Source: the Open Molecules 2025 dataset
Level of theory: ωB97M-V/def2-TZVPD

The geometry in XYZ format:
```
12
Properties=species:S:1:pos:R:3:nbo_charge:R:1
C 0.3033 -0.0240 0.4990 -0.417
C -0.5839 -1.1635 0.0594 -0.251
C -0.5489 1.1473 0.1185 0.003
H 1.6278 0.0236 -1.4113 0.121
H 0.3947 0.0265 1.6324 0.238
H -0.2975 -1.4798 -0.9849 0.176
H -0.5134 -2.0440 0.6403 0.218
H -2.5718 -0.8773 -0.6700 0.368
H -0.2254 2.1907 0.2412 0.209
N -1.9123 -0.5206 0.0051 -0.461
N -1.7478 0.8621 -0.2625 -0.208
S 2.0114 0.0007 -0.1067 0.002
```

Values from the calculation:
- SMILES = S[C@H]1C=NNC1
- gap between HOMO and LUMO (eV) = 9.67
- charge = 0
- LUMO (eV) = 0.88

---

ii ends up most stable, edging out the next structure by 19.9 kcal/mol.

---

i.
Formula: C3H6N2S
Source: the Open Molecules 2025 dataset
Level of theory: ωB97M-V/def2-TZVPD

The geometry in XYZ format:
```
12
Properties=species:S:1:pos:R:3:nbo_charge:R:1
C -2.7594 -0.1489 0.0051 -0.754
C 0.0344 0.8053 0.0479 -0.058
C 3.0555 -0.5370 0.2177 -0.096
H -3.3325 0.2268 0.9056 0.234
H -3.3779 -1.0012 -0.6898 0.249
H -2.6236 0.6952 -0.8148 0.225
H -0.4809 1.6807 0.2505 0.194
H 3.6305 -1.5752 -0.2503 0.195
H 3.6393 0.2623 0.8175 0.212
N 1.2772 0.8925 -0.2113 -0.313
N 1.8336 -0.5780 -0.3506 -0.300
S -0.8961 -0.7226 0.0726 0.213
```

Values from the calculation:
- SMILES = C=N/N=C\SC
- gap between HOMO and LUMO (eV) = 9.64
- charge = 0
- LUMO (eV) = 0.63

---

ii.
Formula: C3H6N2S
Source: the Open Molecules 2025 dataset
Level of theory: ωB97M-V/def2-TZVPD

The geometry in XYZ format:
```
12
Properties=species:S:1:pos:R:3:nbo_charge:R:1
C -1.5798 0.1725 0.0736 -0.333
C -1.4196 1.4344 0.4286 0.002
C -0.4790 -0.4215 -0.5719 -0.629
N -0.2036 1.9348 0.0352 -0.852
N 2.2076 0.1074 0.2666 -1.079
S 0.7655 0.9102 -0.6208 1.196
H -2.4402 -0.4107 0.3020 0.222
H -2.1511 2.1421 0.7086 0.212
H -0.1802 -1.3325 0.0314 0.246
H -0.6315 -0.9274 -1.5689 0.257
H 1.9074 -0.7038 0.8590 0.367
H 2.9444 0.6832 0.6759 0.390
```

Values from the calculation:
- gap between HOMO and LUMO (eV) = 8.53
- charge = 0
- LUMO (eV) = 0.81

---

iii.
Formula: C3H6N2S
Source: the Open Molecules 2025 dataset
Level of theory: ωB97M-V/def2-TZVPD

The geometry in XYZ format:
```
12
Properties=species:S:1:pos:R:3:nbo_charge:R:1
C -0.6431 0.7743 0.0066 0.233
C 1.3698 -0.3841 0.7397 -0.251
C 1.3757 -0.3764 -0.7349 -0.248
H -3.9442 -0.0648 0.0195 0.104
H -0.0712 1.7274 -0.0044 0.155
H 1.6133 -1.3162 1.2876 0.218
H 1.6010 0.5675 1.2636 0.201
H 1.6195 0.5666 -1.2471 0.196
H 1.6244 -1.2560 -1.3127 0.215
N -1.9004 0.8390 -0.0018 -0.545
N 0.1026 -0.4300 -0.0119 -0.456
S -2.7473 -0.6471 -0.0044 0.179
```

Values from the calculation:
- SMILES = S/N=C\N1CC1
- gap between HOMO and LUMO (eV) = 9.78
- charge = 0
- LUMO (eV) = 1.04

---

iv.
Formula: C3H6N2S
Source: the Open Molecules 2025 dataset
Level of theory: ωB97M-V/def2-TZVPD

The geometry in XYZ format:
```
12
Properties=species:S:1:pos:R:3:nbo_charge:R:1
C 0.3348 0.5091 2.1069 -0.417
C 0.5569 -0.3500 -1.4340 -0.152
C -0.6710 -0.5533 -2.0057 -0.326
H -0.2716 1.3144 2.5382 0.202
H 0.1839 -0.4023 2.7862 0.206
H 1.3406 0.9306 2.0914 0.228
H -1.1414 0.3739 0.4832 0.363
H 1.4069 -0.7074 -2.0859 0.211
H -1.5985 -0.3447 -1.4170 0.184
N -0.0946 0.2587 0.6884 -0.370
N 0.8054 0.0627 -0.2141 -0.125
S -0.8515 -1.0918 -3.5376 -0.005
```

Values from the calculation:
- SMILES = CN/N=C\C=S
- gap between HOMO and LUMO (eV) = 7.61
- charge = 0
- LUMO (eV) = -0.75

---

iii ends up most stable, edging out the next structure by 10.0 kcal/mol.

---

i.
Formula: C3H6N2S
Source: the Open Molecules 2025 dataset
Level of theory: ωB97M-V/def2-TZVPD

The geometry in XYZ format:
```
12
Properties=species:S:1:pos:R:3:nbo_charge:R:1
C 0.4150 -0.0749 1.2769 0.021
C 0.8659 0.9829 -2.0653 -0.260
C -0.4144 0.1857 -1.7223 -0.265
H 0.9813 -0.0709 2.2299 0.209
H 2.1880 0.1248 0.4155 0.413
H 0.7392 2.1207 -1.8769 0.223
H 1.2976 0.5991 -2.9109 0.211
H -0.9028 -0.7928 -2.2725 0.215
H -1.4296 0.4126 -0.8763 0.257
N 1.0771 0.2028 0.2426 -0.365
N 0.7623 -0.0178 -1.0634 -0.297
S -1.3093 -0.6407 1.6313 -0.363
```

Values from the calculation:
- gap between HOMO and LUMO (eV) = 8.29
- charge = 0
- LUMO (eV) = 0.38

---

ii.
Formula: C3H6N2S
Source: the Open Molecules 2025 dataset
Level of theory: ωB97M-V/def2-TZVPD

The geometry in XYZ format:
```
12
Properties=species:S:1:pos:R:3:nbo_charge:R:1
C -0.9437 -0.3655 0.3800 -0.105
C -1.5238 1.0221 0.0051 -0.250
C 0.4167 0.2270 0.0346 0.068
H -0.7980 -2.2539 -0.6181 0.386
H -2.0302 -2.0076 0.3795 0.359
H -0.8772 -0.5588 1.5176 0.211
H -1.6792 0.9307 -1.1774 0.193
H -2.2734 1.8429 0.2196 0.237
H 0.4840 2.5261 -0.0480 0.431
N -1.5037 -1.5270 -0.2575 -0.830
N -0.0927 1.4654 -0.1031 -0.581
S 1.9158 -0.3343 -0.0167 -0.120
```

Values from the calculation:
- SMILES = N[C@@H]1CNC1=S
- gap between HOMO and LUMO (eV) = 9.03
- charge = 0
- LUMO (eV) = 0.60

---

ii ends up most stable, edging out the next structure by 64.6 kcal/mol.

---

i.
Formula: H50O25
Source: the Open Molecules 2025 dataset
Level of theory: ωB97M-V/def2-TZVPD

The geometry in XYZ format:
```
75
Properties=species:S:1:pos:R:3:mulliken_charge:R:1
O 10.1840 8.5784 1.7043 -0.597
H 11.0136 8.1447 1.9042 0.340
H 10.4256 9.4870 1.5243 0.284
O 16.6884 6.2656 3.1683 -0.744
H 16.8879 7.1372 3.5100 0.244
H 17.2362 6.1826 2.3877 0.240
O 11.5217 3.9393 3.5697 -0.602
H 12.2642 3.7861 2.9854 0.154
H 10.9400 4.5146 3.0730 0.278
O 15.4194 1.1522 7.3218 -0.636
H 14.7484 1.5750 6.7858 0.298
H 15.9932 1.8676 7.5962 0.342
O 11.8610 6.6904 2.9210 -0.572
H 12.2889 6.3906 2.1189 0.312
H 12.5025 6.5244 3.6117 0.270
O 15.0749 5.9123 9.0978 -0.613
H 14.8393 5.4619 9.9088 0.316
H 14.3930 6.5744 8.9842 0.244
O 19.0871 7.2774 1.6657 -0.665
H 19.0553 8.2042 1.9028 0.312
H 19.8880 7.1892 1.1490 0.298
O 17.8567 4.1539 -0.3398 -0.626
H 17.0783 3.6358 -0.1350 0.273
H 18.5273 3.5052 -0.5536 0.279
O 10.2469 2.1262 5.5162 -0.683
H 9.8864 2.6090 6.2600 0.343
H 10.5947 2.8036 4.9362 0.376
O 10.7322 6.7072 5.9258 -0.620
H 10.7460 6.8057 4.9738 0.382
H 11.4983 6.1680 6.1224 0.282
O 14.2144 5.1235 3.6197 -0.023
H 15.0115 5.5584 3.3168 0.222
H 14.4628 4.7193 4.4511 0.057
O 12.0361 5.2055 7.6863 -0.475
H 12.2915 5.8887 8.3062 0.227
H 11.7023 4.4959 8.2352 0.207
O 15.1685 8.7159 4.9847 -0.587
H 14.3915 8.4565 5.4799 0.317
H 14.8427 8.8924 4.1021 0.309
O 18.0512 6.8031 -0.7560 -0.650
H 18.0958 5.8720 -0.5383 0.366
H 18.4171 7.2463 0.0094 0.436
O 12.9201 8.6589 6.7138 -0.667
H 13.0052 7.7848 7.0946 0.271
H 11.9913 8.8712 6.8054 0.344
O 18.4558 4.7306 4.3834 -0.686
H 17.7471 5.1612 3.9053 0.573
H 18.5990 5.2848 5.1507 0.230
O 12.5843 1.0510 5.9620 -0.623
H 13.2434 1.3755 5.3483 0.366
H 11.7716 1.4760 5.6881 0.463
O 14.7589 4.4190 6.6050 -0.303
H 15.2344 4.8416 7.3202 0.126
H 13.8376 4.4890 6.8550 0.244
O 14.6450 1.7640 4.2963 -0.572
H 14.5796 1.8247 3.3433 0.288
H 15.4804 2.1811 4.5066 0.211
O 15.4718 7.8488 -1.6310 -0.602
H 15.5443 8.5623 -0.9970 0.281
H 16.0056 7.1450 -1.2623 0.310
O 13.1859 6.2476 0.3989 -0.571
H 13.6097 5.4436 0.0986 0.266
H 12.8401 6.6489 -0.3984 0.270
O 11.1144 2.3105 8.5714 -0.647
H 11.8977 2.4022 8.0289 0.255
H 11.0949 1.3838 8.8100 0.317
O 17.5190 4.1860 8.4647 -0.613
H 17.9964 4.4480 7.6775 0.310
H 16.8462 4.8584 8.5722 0.315
O 17.4807 2.0016 4.6222 -0.638
H 17.9676 1.7071 5.3920 0.258
H 17.9595 2.7716 4.3155 0.348
O 14.7053 2.0941 1.4649 -0.600
H 15.4187 1.5301 1.1663 0.263
H 13.9363 1.7808 0.9888 0.298
```

Values from the calculation:
- gap between HOMO and LUMO (eV) = 9.16
- charge = 0
- LUMO (eV) = -0.58

---

ii.
Formula: H50O25
Source: the Open Molecules 2025 dataset
Level of theory: ωB97M-V/def2-TZVPD

The geometry in XYZ format:
```
75
Properties=species:S:1:pos:R:3:mulliken_charge:R:1
O 7.9009 -1.8565 -3.4664 -0.519
H 8.2898 -2.2287 -4.2579 0.265
H 7.5460 -2.6108 -2.9959 0.225
O 10.1380 6.1733 -1.2631 -0.546
H 10.2969 6.6830 -0.4686 0.271
H 10.9253 6.3019 -1.7922 0.262
O 11.7945 -1.2230 -1.1854 -0.671
H 11.2788 -0.6727 -0.5959 0.361
H 11.7812 -0.7572 -2.0215 0.333
O 8.3481 0.7995 -3.0483 -0.220
H 8.3885 -0.1442 -3.2029 0.183
H 7.6388 0.9088 -2.4149 0.156
O 12.6070 2.3177 0.9018 -0.416
H 12.6901 2.9867 0.2222 0.234
H 12.3510 1.5258 0.4289 0.182
O 8.3495 2.7907 1.7689 -0.397
H 8.7957 2.3752 2.5068 0.348
H 8.9257 2.6339 1.0208 0.341
O 8.7529 2.9732 -4.7488 -0.782
H 8.5689 2.0629 -4.5167 0.347
H 8.5551 3.4682 -3.9538 0.315
O 11.8984 3.6993 3.4591 -0.620
H 12.0478 4.5720 3.0955 0.274
H 12.0129 3.1069 2.7160 0.323
O 6.6958 1.2345 -0.9803 -0.658
H 6.3803 0.4894 -0.4688 0.258
H 7.4085 1.6006 -0.4566 0.237
O 10.9609 1.6193 -5.8037 -0.662
H 11.7260 2.1703 -5.9687 0.316
H 10.2967 2.2237 -5.4726 0.447
O 9.2845 6.7888 -3.8591 -0.636
H 8.9565 7.1158 -4.6968 0.268
H 9.0135 5.8710 -3.8370 0.343
O 11.4058 0.9349 -3.0712 -0.519
H 10.9487 1.0366 -3.9061 0.257
H 12.0982 1.5954 -3.0947 0.269
O 9.4946 2.3206 -0.6085 0.053
H 9.7298 1.4678 -0.2430 0.111
H 9.8594 2.3113 -1.4934 0.002
O 12.5174 -1.2649 3.0852 -0.598
H 12.5881 -1.5620 3.9924 0.298
H 12.2286 -0.3548 3.1524 0.286
O 9.7775 -0.0516 0.3791 -0.613
H 9.9631 -0.1601 1.3118 0.185
H 8.9993 -0.5874 0.2254 0.292
O 5.6115 2.7731 1.8798 -0.647
H 5.7839 2.8222 2.8200 0.298
H 6.4785 2.8007 1.4751 0.384
O 6.0538 2.2060 -4.5010 -0.600
H 5.6895 1.3888 -4.1608 0.318
H 6.5536 2.5687 -3.7696 0.259
O 12.1859 4.5817 -0.6732 -0.777
H 12.4387 5.3621 -1.1665 0.267
H 11.2410 4.6717 -0.5496 0.412
O 7.7733 4.7091 -2.6361 -0.579
H 7.0003 5.2246 -2.4058 0.259
H 8.1807 4.4989 -1.7958 0.221
O 10.2518 1.3403 3.5407 -0.582
H 9.7450 1.7888 4.2176 0.253
H 11.1119 1.2016 3.9372 0.248
O 7.6424 -1.6188 0.0723 -0.527
H 6.9741 -1.6292 0.7575 0.276
H 7.4348 -2.3748 -0.4769 0.207
O 14.5115 1.5060 2.8403 -0.615
H 14.7642 0.6445 2.5083 0.316
H 13.9366 1.8646 2.1642 0.403
O 11.4231 -3.8689 -0.3990 -0.622
H 11.7521 -3.0689 -0.8089 0.367
H 10.8036 -4.2270 -1.0347 0.271
O 7.5560 5.0935 3.2768 -0.614
H 7.9637 4.3583 2.8191 0.369
H 7.2330 5.6620 2.5777 0.299
O 13.4091 2.8422 -2.6955 -0.668
H 14.2221 2.8023 -2.1919 0.280
H 12.9925 3.6569 -2.4146 0.335
```

Values from the calculation:
- gap between HOMO and LUMO (eV) = 9.90
- charge = 0
- LUMO (eV) = -0.58

---

ii ends up most stable, edging out the next structure by 4.8 kcal/mol.